# 1
Entry from OMol25: 3 unconnected molecules or ions with the total composition C27H61N2O9P2 at a distorted geometry (ωB97M-V/def2-TZVPD).

Computed properties:
LUMO energy (alpha / beta)   0.432 / 0.425 eV
Gap between HOMO and LUMO (alpha / beta)   8.33 / 9.50 eV

The geometry in ORCA input format:
```
! wB97M-V def2-TZVPD RIJCOSX def2/J DEFGRID3
* xyz 0 2
H 3.230 3.186 3.407
C 4.409 -1.503 -0.185
H -0.281 -1.349 -4.954
C -4.989 -2.928 -6.155
H -1.429 -4.055 6.952
C -0.536 -2.269 -5.480
C 1.363 1.691 -0.653
H -6.022 0.542 -2.416
H 3.345 4.309 -2.360
H 0.913 -3.996 7.807
H -1.174 -2.003 -6.321
O -4.716 -2.535 -4.804
H -1.472 2.018 6.559
H 3.210 1.449 3.229
H 2.588 0.469 0.692
H -0.803 -2.493 3.056
H 4.023 2.985 -1.436
O -3.901 -1.064 -3.078
H 5.343 -0.999 -0.446
H 4.127 0.916 -0.967
N -0.872 1.698 0.481
H 1.672 2.330 3.154
C -3.925 0.349 -2.867
C 1.902 5.572 -0.601
H -3.142 -3.938 -6.646
C 3.613 3.987 -1.353
P -3.416 -1.687 -4.463
H 0.916 -0.668 -2.332
C -1.285 2.040 4.412
C 2.725 2.370 2.893
H -0.089 0.055 -0.590
C 4.465 2.197 1.220
H -4.551 -4.528 -7.526
C 0.502 -3.141 7.269
H 3.186 -1.768 -1.980
H 0.854 5.680 -0.337
C -1.827 -2.681 3.386
H -1.820 -4.817 3.121
H 2.523 6.237 -0.005
H -2.960 -4.239 4.351
H 0.828 -3.206 6.232
C 1.191 3.214 -0.877
O 1.741 4.430 1.726
H -2.483 -2.534 2.528
H -6.059 -3.127 -6.195
H 4.589 -2.578 -0.213
H 5.017 2.686 2.021
C -5.300 0.918 -3.141
H -0.600 1.479 -1.557
C 1.305 0.209 -2.842
H 1.243 1.230 1.443
C 2.139 1.124 -1.920
C 2.957 2.471 1.371
H 0.921 -2.227 7.689
C 3.454 0.381 -1.635
C -0.086 1.147 -0.657
H -0.049 1.180 5.955
H 0.985 3.394 -1.938
O -3.101 -0.647 -5.445
H -4.781 -2.097 -6.832
N 2.619 3.869 0.981
H -0.530 -3.525 -3.739
H -1.848 1.535 0.248
H 4.171 -1.226 0.843
H 2.392 1.968 -2.563
H -0.622 2.899 4.303
H -1.073 1.331 3.611
H -0.721 1.077 1.270
H -5.645 0.626 -4.133
H 4.875 2.452 0.248
H -3.170 0.841 -3.481
H -1.226 -4.292 4.696
H -4.330 -4.951 -5.817
C -1.007 -3.147 7.387
H 4.382 4.673 -0.993
O -2.377 -2.713 -3.865
O -1.865 0.166 5.831
H 0.376 -2.715 -5.877
C -4.208 -4.161 -6.558
H 1.985 5.863 -1.651
C -1.104 1.376 5.758
C 2.370 4.108 -0.472
C -1.213 -3.242 -4.538
H 1.967 -0.129 -3.646
H -1.299 -3.131 8.436
H -2.313 2.379 4.282
H 3.980 0.319 -2.595
H 0.329 3.585 -0.323
H 2.350 -1.128 -0.589
H 0.512 0.767 -3.343
C 3.293 -1.075 -1.146
O -2.217 -1.695 4.349
H -1.492 -4.161 -5.059
H -5.283 2.007 -3.082
H -3.651 0.502 -1.822
P -1.206 -1.241 5.491
O 0.180 -1.103 5.038
O -1.664 -2.004 6.795
C 2.030 1.404 0.712
H 4.615 1.122 1.347
C -1.969 -4.091 3.921
*
```

Results of the Mulliken charge analysis, in e, for atoms 1 through 99:
1 H 0.54
2 C -1.32
3 H 0.12
4 C -0.31
5 H 0.28
6 C -0.90
7 C 4.79
8 H 0.31
9 H 0.45
10 H 0.40
11 H 0.34
12 O -0.37
13 H 0.30
14 H 0.46
15 H -0.22
16 H 0.28
17 H 0.47
18 O -0.42
19 H 0.28
20 H 0.39
21 N -0.37
22 H 0.33
23 C 0.00
24 C -1.86
25 H 0.14
26 C -2.09
27 P 1.13
28 H 0.33
29 C -0.61
30 C -2.12
31 H 0.19
32 C -1.73
33 H 0.41
34 C -1.05
35 H 0.56
36 H 0.34
37 C -0.21
38 H 0.40
39 H 0.44
40 H 0.28
41 H 0.28
42 C -3.60
43 O -0.65
44 H 0.35
45 H 0.33
46 H 0.38
47 H 0.40
48 C -1.24
49 H 0.72
50 C -2.40
51 H 0.19
52 C 0.38
53 C 1.88
54 H 0.32
55 C -1.26
56 C -2.08
57 H 0.30
58 H 0.47
59 O -0.75
60 H 0.30
61 N 0.65
62 H 0.35
63 H 0.36
64 H 0.29
65 H 0.34
66 H 0.37
67 H -0.11
68 H -0.09
69 H 0.30
70 H 0.30
71 H 0.30
72 H 0.17
73 H 0.26
74 C -0.29
75 H 0.36
76 O -0.33
77 O -0.39
78 H 0.44
79 C -0.88
80 H 0.45
81 C -0.35
82 C 2.33
83 C -0.38
84 H 0.55
85 H 0.32
86 H 0.37
87 H 0.69
88 H 0.79
89 H 0.16
90 H 0.66
91 C -0.45
92 O -0.31
93 H 0.29
94 H 0.37
95 H 0.20
96 P 0.98
97 O -0.62
98 O -0.38
99 C -2.06


# 2
Entry from OMol25: 2 unconnected molecules or ions with the total composition C20H21N2 at a distorted geometry (ωB97M-V/def2-TZVPD).

Computed properties:
LUMO energy   -4.370 eV
ΔE to the lowest compared entry with this formula, charge and spin   53.2 kcal per mole
Gap between HOMO and LUMO   6.90 eV

The geometry in ORCA input format:
```
! wB97M-V def2-TZVPD RIJCOSX def2/J DEFGRID3
* xyz 1 1
H -1.678 -2.811 6.139
C 1.314 -0.519 7.049
C 4.094 1.928 7.891
H 5.016 2.045 8.455
C 0.269 -0.068 6.190
H 2.547 1.803 1.981
C -1.427 0.655 1.998
C 3.567 3.013 7.171
H -2.125 1.211 4.180
C -0.839 -2.169 6.383
H 2.143 1.939 0.256
C -0.176 1.131 2.578
H 2.141 -2.164 8.134
C -0.061 1.832 4.655
H 0.375 0.695 3.458
H 0.200 -3.677 7.519
H 0.454 2.767 4.399
H 3.811 -0.181 8.445
C -2.710 1.356 -0.197
C 2.406 2.875 6.387
N 0.608 1.218 5.714
C 0.474 1.764 1.493
C 1.302 -1.830 7.527
H -0.213 2.360 -0.406
H -3.525 0.694 0.104
C 0.219 -2.646 7.169
H -1.658 -0.432 5.329
H -3.091 2.384 -0.240
C -1.610 1.284 0.773
H 1.916 3.340 1.317
C -0.829 -0.853 5.896
H -2.387 1.082 -1.211
C 2.259 0.559 7.171
C 1.844 2.245 1.270
H 1.967 3.710 5.832
H -1.815 2.911 4.510
H -1.880 1.758 5.875
C 3.440 0.694 7.901
H 4.077 3.967 7.218
N -0.432 1.927 0.488
H -2.163 0.008 2.489
C 1.799 1.628 6.347
C -1.554 1.902 4.827
*
```

Atom-resolved charges from natural (NBO), all expressed in e:
1 H 0.23
2 C -0.08
3 C -0.19
4 H 0.23
5 C 0.19
6 H 0.24
7 C -0.29
8 C -0.19
9 H 0.26
10 C -0.19
11 H 0.24
12 C -0.35
13 H 0.23
14 C 0.24
15 H 0.27
16 H 0.23
17 H 0.24
18 H 0.23
19 C -0.65
20 C -0.24
21 N -0.38
22 C 0.25
23 C -0.16
24 H 0.43
25 H 0.24
26 C -0.19
27 H 0.22
28 H 0.24
29 C 0.17
30 H 0.24
31 C -0.25
32 H 0.23
33 C -0.07
34 C -0.67
35 H 0.22
36 H 0.26
37 H 0.25
38 C -0.16
39 H 0.23
40 N -0.50
41 H 0.23
42 C 0.20
43 C -0.69


# 3
Entry from OMol25: a single C5H7N molecule at a distorted geometry (ωB97M-V/def2-TZVPD).

Computed properties:
LUMO energy (alpha / beta)   -0.590 / 0.068 eV
ΔE to the lowest compared entry with this formula, charge and spin   133.8 kcal per mole
Gap between HOMO and LUMO (alpha / beta)   7.17 / 8.26 eV

The geometry in ORCA input format:
```
! wB97M-V def2-TZVPD RIJCOSX def2/J DEFGRID3
* xyz 0 1
H 2.176 1.118 -0.007
H 0.024 1.436 0.918
H 2.504 -0.528 0.535
C 0.416 -0.321 -0.072
C -0.424 0.871 0.080
H 0.820 -2.195 -0.252
H -2.341 -1.305 -0.037
C -2.482 -0.257 0.146
H -2.770 1.882 0.102
N 0.031 -1.554 -0.096
H 2.277 -0.175 -1.191
C 1.922 0.064 -0.181
C -2.153 0.964 0.055
*
```

Atom-resolved charges from natural (NBO), all expressed in e:
1 H 0.22
2 H 0.19
3 H 0.22
4 C 0.21
5 C -0.21
6 H 0.33
7 H 0.26
8 C -0.04
9 H 0.25
10 N -0.69
11 H 0.23
12 C -0.67
13 C -0.31


# 4
Entry from OMol25: a single C2H6BrNOSi molecule at a distorted geometry (ωB97M-V/def2-TZVPD).

Computed properties:
Structure (SMILES)   N/C(=C\Br)O[SiH3]
LUMO energy   0.591 eV
ΔE to the lowest compared entry with this formula, charge and spin   2.6 kcal per mole
Gap between HOMO and LUMO   8.38 eV

The geometry in ORCA input format:
```
! wB97M-V def2-TZVPD RIJCOSX def2/J DEFGRID3
* xyz 0 1
H -0.057 1.737 0.248
O -0.524 -0.647 -0.040
Si -2.259 -0.397 0.021
H -2.717 -0.943 -1.246
C 0.751 -0.113 -0.067
H 1.644 1.690 0.205
C 1.955 -0.785 -0.161
Br 3.625 0.063 -0.039
H 1.990 -1.860 -0.171
N 0.771 1.268 -0.075
H -2.673 -1.063 1.240
H -2.506 1.050 0.084
*
```

Atom-resolved charges from natural (NBO), all expressed in e:
1 H 0.38
2 O -0.87
3 Si 1.22
4 H -0.18
5 C 0.51
6 H 0.40
7 C -0.50
8 Br 0.04
9 H 0.23
10 N -0.84
11 H -0.18
12 H -0.21


# 5
Entry from OMol25: a single C4H6P2 molecule at a distorted geometry (ωB97M-V/def2-TZVPD).

Computed properties:
Structure (SMILES)   [PH2]#P1[C@@H]2C=C[C@@H]21
LUMO energy   0.949 eV
ΔE to the lowest compared entry with this formula, charge and spin   47.1 kcal per mole
Gap between HOMO and LUMO   9.55 eV

The geometry in ORCA input format:
```
! wB97M-V def2-TZVPD RIJCOSX def2/J DEFGRID3
* xyz 0 1
P -0.431 -2.465 0.916
H -0.837 2.692 -0.674
C 0.774 -0.067 -0.458
H 0.025 0.587 1.514
H 1.870 -0.434 -0.337
H -1.625 -2.341 1.556
C -0.275 0.534 0.461
P -0.891 -0.888 -0.517
H 0.883 1.158 -2.357
C -0.306 1.738 -0.536
C 0.601 1.067 -1.363
H 0.212 -1.580 1.795
*
```

Atom-resolved charges from natural (NBO), all expressed in e:
1 P -0.02
2 H 0.22
3 C -0.51
4 H 0.24
5 H 0.26
6 H -0.02
7 C -0.51
8 P 0.55
9 H 0.20
10 C -0.21
11 C -0.20
12 H -0.01


# 6
Entry from OMol25: a single C2H4N4O molecule at a distorted geometry (ωB97M-V/def2-TZVPD).

Computed properties:
Structure (SMILES)   Nc1n[nH]c(O)n1
LUMO energy   0.626 eV
ΔE to the lowest compared entry with this formula, charge and spin   46.2 kcal per mole
Gap between HOMO and LUMO   9.33 eV

The geometry in ORCA input format:
```
! wB97M-V def2-TZVPD RIJCOSX def2/J DEFGRID3
* xyz 0 1
N 0.227 -0.970 0.978
H -1.411 0.290 -2.505
H -1.642 -1.914 0.382
H 1.789 0.941 2.195
N -0.624 -1.346 -0.078
C 0.694 0.217 0.627
O -1.740 -0.302 -1.821
H 1.577 1.793 0.533
C -0.745 -0.244 -0.888
N 0.110 0.649 -0.533
N 1.766 0.885 1.109
*
```

Atom-resolved charges from natural (NBO), all expressed in e:
1 N -0.36
2 H 0.50
3 H 0.42
4 H 0.41
5 N -0.42
6 C 0.46
7 O -0.64
8 H 0.41
9 C 0.64
10 N -0.59
11 N -0.80


# 7
Entry from OMol25: a molecular structure, C3H11NSi at a distorted geometry (ωB97M-V/def2-TZVPD).

Computed properties:
LUMO energy   1.018 eV
ΔE to the lowest compared entry with this formula, charge and spin   62.3 kcal per mole
Gap between HOMO and LUMO   9.09 eV

The geometry in ORCA input format:
```
! wB97M-V def2-TZVPD RIJCOSX def2/J DEFGRID3
* xyz 0 1
H 0.140 -1.900 0.408
C 1.271 -0.060 -1.032
C -0.250 -1.050 -0.128
H 1.852 -0.011 -0.086
Si -1.132 -0.232 2.222
H -0.847 -1.444 -1.050
H -0.011 1.400 -2.137
H 1.682 1.423 -2.433
H 1.050 2.027 -0.993
H -1.302 0.759 -0.120
H -0.588 0.819 3.185
H 1.708 -0.866 -1.571
N -1.084 -0.073 0.499
H -0.789 -1.710 2.312
C 0.971 1.280 -1.675
H -2.672 -0.362 2.600
*
```

Atom-resolved charges from natural (NBO), all expressed in e:
1 H 0.21
2 C -0.40
3 C -0.19
4 H 0.19
5 Si 1.05
6 H 0.17
7 H 0.20
8 H 0.22
9 H 0.21
10 H 0.42
11 H -0.17
12 H 0.19
13 N -1.08
14 H -0.17
15 C -0.64
16 H -0.20


# 8
Entry from OMol25: a single C3H3Cl3 molecule at a distorted geometry (ωB97M-V/def2-TZVPD).

Computed properties:
Structure (SMILES)   CC(Cl)=C(Cl)Cl
LUMO energy   0.707 eV
ΔE to the lowest compared entry with this formula, charge and spin   9.1 kcal per mole
Gap between HOMO and LUMO   9.78 eV

The geometry in ORCA input format:
```
! wB97M-V def2-TZVPD RIJCOSX def2/J DEFGRID3
* xyz 0 1
C 0.572 0.140 -1.126
Cl -0.966 0.360 -1.791
C 0.578 -0.078 0.172
H -1.436 -0.632 0.478
H -0.707 -0.385 1.982
Cl 1.875 0.239 -2.256
C -0.692 0.027 0.949
H -1.186 1.013 0.752
Cl 1.962 -0.684 0.841
*
```

Atom-resolved charges from natural (NBO), all expressed in e:
1 C -0.13
2 Cl 0.04
3 C -0.11
4 H 0.24
5 H 0.24
6 Cl 0.06
7 C -0.67
8 H 0.25
9 Cl 0.08


Repeat the second record exactly.
Entry from OMol25: 2 unconnected molecules or ions with the total composition C20H21N2 at a distorted geometry (ωB97M-V/def2-TZVPD).

Computed properties:
LUMO energy   -4.370 eV
ΔE to the lowest compared entry with this formula, charge and spin   53.2 kcal per mole
Gap between HOMO and LUMO   6.90 eV

The geometry in ORCA input format:
```
! wB97M-V def2-TZVPD RIJCOSX def2/J DEFGRID3
* xyz 1 1
H -1.678 -2.811 6.139
C 1.314 -0.519 7.049
C 4.094 1.928 7.891
H 5.016 2.045 8.455
C 0.269 -0.068 6.190
H 2.547 1.803 1.981
C -1.427 0.655 1.998
C 3.567 3.013 7.171
H -2.125 1.211 4.180
C -0.839 -2.169 6.383
H 2.143 1.939 0.256
C -0.176 1.131 2.578
H 2.141 -2.164 8.134
C -0.061 1.832 4.655
H 0.375 0.695 3.458
H 0.200 -3.677 7.519
H 0.454 2.767 4.399
H 3.811 -0.181 8.445
C -2.710 1.356 -0.197
C 2.406 2.875 6.387
N 0.608 1.218 5.714
C 0.474 1.764 1.493
C 1.302 -1.830 7.527
H -0.213 2.360 -0.406
H -3.525 0.694 0.104
C 0.219 -2.646 7.169
H -1.658 -0.432 5.329
H -3.091 2.384 -0.240
C -1.610 1.284 0.773
H 1.916 3.340 1.317
C -0.829 -0.853 5.896
H -2.387 1.082 -1.211
C 2.259 0.559 7.171
C 1.844 2.245 1.270
H 1.967 3.710 5.832
H -1.815 2.911 4.510
H -1.880 1.758 5.875
C 3.440 0.694 7.901
H 4.077 3.967 7.218
N -0.432 1.927 0.488
H -2.163 0.008 2.489
C 1.799 1.628 6.347
C -1.554 1.902 4.827
*
```

Atom-resolved charges from natural (NBO), all expressed in e:
1 H 0.23
2 C -0.08
3 C -0.19
4 H 0.23
5 C 0.19
6 H 0.24
7 C -0.29
8 C -0.19
9 H 0.26
10 C -0.19
11 H 0.24
12 C -0.35
13 H 0.23
14 C 0.24
15 H 0.27
16 H 0.23
17 H 0.24
18 H 0.23
19 C -0.65
20 C -0.24
21 N -0.38
22 C 0.25
23 C -0.16
24 H 0.43
25 H 0.24
26 C -0.19
27 H 0.22
28 H 0.24
29 C 0.17
30 H 0.24
31 C -0.25
32 H 0.23
33 C -0.07
34 C -0.67
35 H 0.22
36 H 0.26
37 H 0.25
38 C -0.16
39 H 0.23
40 N -0.50
41 H 0.23
42 C 0.20
43 C -0.69